(1)
Computed, not measured: C33H38IMnNO4Sb as an isolated structure in a non-equilibrium geometry, with ωB97M-V/def2-TZVPD.

```
! wB97M-V def2-TZVPD RIJCOSX def2/J DEFGRID3
* xyz 4 1
Mn 0.8538 1.7251 1.6613
C -2.1739 1.3537 0.7735
O -1.0355 0.5915 1.2297
C -1.2485 0.0127 2.5357
C -0.0277 -0.8100 2.8645
O 1.0969 0.0691 2.6715
C 2.2404 -0.0365 3.5651
C 3.2728 0.9199 3.0197
O 2.5963 2.1253 2.6000
C 3.5479 3.1254 2.1611
H -3.0845 0.7703 0.9208
H -2.0148 1.5620 -0.2825
H -2.2388 2.2901 1.3218
H -2.1505 -0.6041 2.5365
H -1.3713 0.8219 3.2631
H 0.0933 -1.6727 2.2055
H -0.0633 -1.1492 3.9006
H 2.6148 -1.0605 3.5624
H 1.9052 0.2419 4.5636
H 3.8099 0.5022 2.1636
H 3.9912 1.1673 3.8036
H 4.1589 2.7247 1.3516
H 4.1761 3.4066 3.0059
H 2.9785 3.9818 1.8127
N -1.5096 4.6538 3.5323
C -0.3674 4.0454 3.2883
O -0.3044 3.1519 2.3981
C 0.8075 4.4315 4.1272
I 1.0089 3.0003 5.7017
H -2.3386 4.4418 2.9989
H -1.5775 5.3833 4.2266
H 0.6736 5.3918 4.6158
H 1.7208 4.4300 3.5452
C -3.7548 -0.0381 -4.8241
C -4.3183 -0.0805 -3.5438
C -3.5843 -0.5592 -2.4832
C -2.2769 -1.0263 -2.7313
C -1.6885 -0.9459 -4.0124
C -2.4565 -0.4807 -5.0617
Sb -1.1704 -2.0302 -1.3615
C 0.5019 -2.9850 -2.1446
C 1.8043 -2.7155 -1.7316
C 2.8289 -3.4746 -2.2781
C 2.5449 -4.4669 -3.2094
C 1.2393 -4.7167 -3.6098
C 0.1907 -3.9737 -3.0818
C -2.0754 -3.1133 0.1059
C -1.4291 -4.3249 0.4216
C -2.0882 -5.2309 1.2335
C -3.3347 -4.9100 1.7601
C -3.9526 -3.6877 1.4746
C -3.3253 -2.7723 0.6583
H -4.3389 0.3582 -5.6454
H -5.3350 0.2562 -3.3918
H -4.0286 -0.6027 -1.4984
H -0.6695 -1.2711 -4.1865
H -2.0472 -0.4538 -6.0625
H 2.0292 -1.9424 -1.0075
H 3.8517 -3.2955 -1.9750
H 3.3516 -5.0540 -3.6282
H 1.0277 -5.4891 -4.3374
H -0.8248 -4.1831 -3.3995
H -0.4548 -4.5692 0.0150
H -1.6318 -6.1859 1.4572
H -3.8355 -5.6175 2.4091
H -4.9296 -3.4694 1.8848
H -3.8121 -1.8337 0.4288
C 1.3209 2.1779 0.1320
C 1.8030 2.4954 -1.1387
C 2.0878 3.8449 -1.4479
C 2.6220 4.1667 -2.6787
C 2.8615 3.1600 -3.6090
C 2.5691 1.8226 -3.3249
C 2.0496 1.4856 -2.0973
H 1.8924 4.6177 -0.7164
H 2.8501 5.1954 -2.9208
H 3.2866 3.4175 -4.5707
H 2.7696 1.0616 -4.0664
H 1.8395 0.4517 -1.8496
*
```

The lowest unoccupied orbital energy comes out at -13.85 eV. The value obtained for the HOMO-LUMO gap is 4.85 eV.

Computed Löwdin charges, given in elementary charges: atom 1 (Mn): 0.72, atom 2 (C): -0.03, atom 3 (O): -0.28, atom 4 (C): -0.14, atom 5 (C): -0.09, atom 6 (O): -0.24, atom 7 (C): -0.10, atom 8 (C): -0.12, atom 9 (O): -0.33, atom 10 (C): -0.01, atom 11 (H): 0.10, atom 12 (H): 0.10, atom 13 (H): 0.08, atom 14 (H): 0.14, atom 15 (H): 0.14, atom 16 (H): 0.13, atom 17 (H): 0.16, atom 18 (H): 0.16, atom 19 (H): 0.09, atom 20 (H): 0.15, atom 21 (H): 0.16, atom 22 (H): 0.12, atom 23 (H): 0.12, atom 24 (H): 0.09, atom 25 (N): 0.25, atom 26 (C): -0.57, atom 27 (O): -0.09, atom 28 (C): -0.50, atom 29 (I): 1.01, atom 30 (H): 0.14, atom 31 (H): 0.15, atom 32 (H): 0.07, atom 33 (H): 0.04, atom 34 (C): 0.03, atom 35 (C): -0.01, atom 36 (C): -0.09, atom 37 (C): -0.38, atom 38 (C): -0.09, atom 39 (C): -0.01, atom 40 (Sb): 1.95, atom 41 (C): -0.40, atom 42 (C): -0.12, atom 43 (C): -0.03, atom 44 (C): 0.00, atom 45 (C): -0.02, atom 46 (C): -0.11, atom 47 (C): -0.38, atom 48 (C): -0.09, atom 49 (C): -0.01, atom 50 (C): 0.03, atom 51 (C): -0.01, atom 52 (C): -0.10, atom 53 (H): 0.14, atom 54 (H): 0.14, atom 55 (H): 0.10, atom 56 (H): 0.11, atom 57 (H): 0.14, atom 58 (H): 0.09, atom 59 (H): 0.13, atom 60 (H): 0.14, atom 61 (H): 0.14, atom 62 (H): 0.12, atom 63 (H): 0.11, atom 64 (H): 0.14, atom 65 (H): 0.14, atom 66 (H): 0.14, atom 67 (H): 0.10, atom 68 (C): 0.09, atom 69 (C): -0.28, atom 70 (C): 0.01, atom 71 (C): -0.01, atom 72 (C): 0.01, atom 73 (C): -0.03, atom 74 (C): -0.03, atom 75 (H): 0.13, atom 76 (H): 0.13, atom 77 (H): 0.14, atom 78 (H): 0.12, atom 79 (H): 0.09

(2)
Computed, not measured: an isolated ion of composition C5H13NO and charge +1 in a non-equilibrium geometry, with ωB97M-V/def2-TZVPD.

```
! wB97M-V def2-TZVPD RIJCOSX def2/J DEFGRID3
* xyz 1 2
C -2.4860 1.1138 0.4764
C -1.0301 1.4411 0.8475
N -0.1616 1.0460 -0.2352
C 1.8914 0.1298 -1.2160
C 0.8205 -0.0205 -0.1439
C 0.1236 -1.3994 -0.0988
O 1.0513 -2.2641 0.5339
H -2.5495 0.0624 0.1990
H -3.1835 1.2809 1.2840
H -2.7764 1.6819 -0.4098
H -0.8715 2.5190 0.9387
H -0.7255 0.9019 1.7319
H -0.3796 1.3121 -1.1967
H 2.7230 -0.5103 -0.9258
H 1.6068 -0.1193 -2.2283
H 2.2238 1.1396 -1.2225
H 1.2966 0.1002 0.8170
H -0.1299 -1.7704 -1.0804
H -0.7627 -1.3820 0.5312
H 1.2630 -3.0254 -0.0291
*
```

The calculation puts the relative energy (zero: lowest compared OMol25 entry of this formula, charge and spin) at 18.1 kcal per mole. The lowest unoccupied orbital energy (spin up / spin down) comes out at -2.83 / -7.40 eV. The value obtained for the HOMO-LUMO gap (spin up / spin down) is 11.96 / 7.45 eV. The expectation value of S² is 0.755.

Computed natural (NBO) charges, given in elementary charges: atom 1 (C): -0.61, atom 2 (C): -0.27, atom 3 (N): -0.11, atom 4 (C): -0.63, atom 5 (C): -0.12, atom 6 (C): -0.05, atom 7 (O): -0.70, atom 8 (H): 0.22, atom 9 (H): 0.26, atom 10 (H): 0.23, atom 11 (H): 0.27, atom 12 (H): 0.24, atom 13 (H): 0.41, atom 14 (H): 0.26, atom 15 (H): 0.23, atom 16 (H): 0.23, atom 17 (H): 0.25, atom 18 (H): 0.20, atom 19 (H): 0.19, atom 20 (H): 0.50

(3)
Computed, not measured: C2H3FFeO as an isolated structure in a non-equilibrium geometry, with ωB97M-V/def2-TZVPD.

```
! wB97M-V def2-TZVPD RIJCOSX def2/J DEFGRID3
* xyz 2 7
H -1.7057 1.1397 1.6683
O 1.1796 -1.3044 -0.0013
C -0.0562 -0.8962 -0.1627
C -0.3813 0.4046 -0.2982
H -0.8663 -1.6356 -0.1566
H -1.2787 0.8944 -0.6574
F 0.7457 1.2759 -0.2814
Fe 2.3629 0.1216 -0.1107
*
```

The calculation puts the relative energy (zero: lowest compared OMol25 entry of this formula, charge and spin) at 21.7 kcal per mole. The lowest unoccupied orbital energy (spin up / spin down) comes out at -11.80 / -14.03 eV. The value obtained for the HOMO-LUMO gap (spin up / spin down) is 7.02 / 8.96 eV. The expectation value of S² is 12.012.

Computed natural (NBO) charges, given in elementary charges: atom 1 (H): 0.02, atom 2 (O): -0.62, atom 3 (C): 0.23, atom 4 (C): 0.39, atom 5 (H): 0.29, atom 6 (H): 0.30, atom 7 (F): -0.36, atom 8 (Fe): 1.75

(4)
Computed, not measured: a 2-piece molecular cluster, C30H29N2O3 overall in a non-equilibrium geometry, with ωB97M-V/def2-TZVPD.

```
! wB97M-V def2-TZVPD RIJCOSX def2/J DEFGRID3
* xyz 1 1
C -3.2499 0.8666 3.4243
C -2.6859 2.1157 3.2622
C -1.3177 2.2670 3.3259
C -0.4967 1.1705 3.5449
C 0.9668 1.3542 3.6442
N 1.8024 0.2631 3.4609
N 3.1542 0.5209 3.3582
O 1.4508 2.4481 3.8798
C -1.0778 -0.0810 3.7032
C -2.4454 -0.2321 3.6443
H -4.3206 0.7517 3.3953
H -3.3146 2.9757 3.0982
H -0.8595 3.2349 3.2129
H 1.5226 -0.4808 2.8161
H 3.4019 1.0484 2.5304
H 3.4794 1.0879 4.1291
H -0.4464 -0.9315 3.8867
H -2.8870 -1.2051 3.7850
C 12.6593 -2.8249 3.9400
O 12.0213 -3.6820 3.0254
C 10.6352 -3.6420 3.0605
C 9.9402 -4.4794 2.1719
C 8.5738 -4.4974 2.1308
C 7.8202 -3.6964 3.0080
C 6.3558 -3.6615 2.9658
C 5.7137 -3.5933 1.7080
C 4.3657 -3.6480 1.5330
C 3.6868 -3.5271 0.2770
C 2.2863 -3.5162 0.2494
C 1.6049 -3.3289 -0.9296
C 2.3006 -3.1615 -2.1115
C 3.6831 -3.1963 -2.1126
C 4.3726 -3.3813 -0.9377
C 5.5985 -3.7111 4.2235
C 5.9048 -4.7128 5.1616
C 5.2177 -4.8136 6.3356
C 4.2059 -3.8986 6.6623
O 3.5756 -4.0588 7.8865
C 2.5704 -3.1142 8.1594
C 3.9079 -2.8850 5.7354
C 4.5760 -2.7993 4.5446
C 8.5170 -2.8782 3.9158
C 9.8834 -2.8318 3.9253
H 13.7366 -2.9648 3.8461
H 12.4140 -1.7875 3.7139
H 12.3560 -3.0687 4.9579
H 10.5160 -5.1261 1.5336
H 8.0589 -5.1520 1.4479
H 6.3507 -3.4878 0.8502
H 3.7485 -3.7812 2.4025
H 1.7460 -3.6451 1.1708
H 0.5270 -3.2966 -0.9283
H 1.7630 -2.9970 -3.0315
H 4.2187 -3.0652 -3.0396
H 5.4470 -3.4122 -0.9500
H 6.6678 -5.4311 4.9137
H 5.4424 -5.5971 7.0381
H 2.1320 -3.3545 9.1289
H 2.9966 -2.1108 8.1974
H 1.7963 -3.1669 7.3936
H 3.1657 -2.1470 5.9766
H 4.3437 -2.0054 3.8550
H 7.9468 -2.2429 4.5731
H 10.3889 -2.1625 4.5979
*
```

The calculation puts the relative energy (zero: lowest compared OMol25 entry of this formula, charge and spin) at 26.0 kcal per mole. The lowest unoccupied orbital energy comes out at -5.12 eV. The value obtained for the HOMO-LUMO gap is 6.28 eV.

Computed natural (NBO) charges, given in elementary charges: atom 1 (C): -0.18, atom 2 (C): -0.21, atom 3 (C): -0.15, atom 4 (C): -0.19, atom 5 (C): 0.64, atom 6 (N): -0.47, atom 7 (N): -0.67, atom 8 (O): -0.60, atom 9 (C): -0.13, atom 10 (C): -0.24, atom 11 (H): 0.22, atom 12 (H): 0.22, atom 13 (H): 0.24, atom 14 (H): 0.38, atom 15 (H): 0.35, atom 16 (H): 0.38, atom 17 (H): 0.19, atom 18 (H): 0.22, atom 19 (C): -0.26, atom 20 (O): -0.46, atom 21 (C): 0.38, atom 22 (C): -0.25, atom 23 (C): -0.14, atom 24 (C): -0.19, atom 25 (C): 0.30, atom 26 (C): -0.32, atom 27 (C): 0.03, atom 28 (C): -0.08, atom 29 (C): -0.15, atom 30 (C): -0.22, atom 31 (C): -0.13, atom 32 (C): -0.21, atom 33 (C): -0.15, atom 34 (C): -0.20, atom 35 (C): -0.13, atom 36 (C): -0.28, atom 37 (C): 0.45, atom 38 (O): -0.48, atom 39 (C): -0.26, atom 40 (C): -0.36, atom 41 (C): -0.10, atom 42 (C): -0.06, atom 43 (C): -0.33, atom 44 (H): 0.22, atom 45 (H): 0.18, atom 46 (H): 0.18, atom 47 (H): 0.24, atom 48 (H): 0.22, atom 49 (H): 0.22, atom 50 (H): 0.22, atom 51 (H): 0.22, atom 52 (H): 0.23, atom 53 (H): 0.23, atom 54 (H): 0.23, atom 55 (H): 0.21, atom 56 (H): 0.23, atom 57 (H): 0.24, atom 58 (H): 0.22, atom 59 (H): 0.18, atom 60 (H): 0.18, atom 61 (H): 0.24, atom 62 (H): 0.23, atom 63 (H): 0.22, atom 64 (H): 0.24

Copy entry 2 word for word.
Computed, not measured: an isolated ion of composition C5H13NO and charge +1 in a non-equilibrium geometry, with ωB97M-V/def2-TZVPD.

```
! wB97M-V def2-TZVPD RIJCOSX def2/J DEFGRID3
* xyz 1 2
C -2.4860 1.1138 0.4764
C -1.0301 1.4411 0.8475
N -0.1616 1.0460 -0.2352
C 1.8914 0.1298 -1.2160
C 0.8205 -0.0205 -0.1439
C 0.1236 -1.3994 -0.0988
O 1.0513 -2.2641 0.5339
H -2.5495 0.0624 0.1990
H -3.1835 1.2809 1.2840
H -2.7764 1.6819 -0.4098
H -0.8715 2.5190 0.9387
H -0.7255 0.9019 1.7319
H -0.3796 1.3121 -1.1967
H 2.7230 -0.5103 -0.9258
H 1.6068 -0.1193 -2.2283
H 2.2238 1.1396 -1.2225
H 1.2966 0.1002 0.8170
H -0.1299 -1.7704 -1.0804
H -0.7627 -1.3820 0.5312
H 1.2630 -3.0254 -0.0291
*
```

The calculation puts the relative energy (zero: lowest compared OMol25 entry of this formula, charge and spin) at 18.1 kcal per mole. The lowest unoccupied orbital energy (spin up / spin down) comes out at -2.83 / -7.40 eV. The value obtained for the HOMO-LUMO gap (spin up / spin down) is 11.96 / 7.45 eV. The expectation value of S² is 0.755.

Computed natural (NBO) charges, given in elementary charges: atom 1 (C): -0.61, atom 2 (C): -0.27, atom 3 (N): -0.11, atom 4 (C): -0.63, atom 5 (C): -0.12, atom 6 (C): -0.05, atom 7 (O): -0.70, atom 8 (H): 0.22, atom 9 (H): 0.26, atom 10 (H): 0.23, atom 11 (H): 0.27, atom 12 (H): 0.24, atom 13 (H): 0.41, atom 14 (H): 0.26, atom 15 (H): 0.23, atom 16 (H): 0.23, atom 17 (H): 0.25, atom 18 (H): 0.20, atom 19 (H): 0.19, atom 20 (H): 0.50